Entry 1:
The following is a quantum chemistry calculation of an isolated molecule of C5H7N, from OMol25.

Geometry as XYZ:
```
13
C5H7N, DFT ωB97M-V/def2-TZVPD
C -1.2336 -0.9457 0.6521
C -1.1309 0.3042 -0.2061
N -1.0112 1.5183 0.3134
C 0.3974 0.9582 -0.5740
C 1.4978 0.1094 -0.1277
C 2.5402 -0.4438 0.1138
H -0.6274 -0.8602 1.5564
H -2.2885 -1.0023 0.9517
H -0.9933 -1.8642 0.1075
H -1.5895 0.1516 -1.2091
H 0.6149 1.9754 -0.2254
H 0.3410 1.0064 -1.6637
H 3.4830 -0.9074 0.3110
```

Summary:
- Kohn-Sham gap (eV) = 9.31
- molar mass (u) = 81.12
- spin multiplicity = 1
- relative energy (zero: lowest compared OMol25 entry of this formula, charge and spin) (kcal per mole) = 135.9

Entry 2:
The following is a quantum chemistry calculation of an isolated molecule of C6H15N3 in a non-equilibrium geometry, from OMol25.

Geometry as XYZ:
```
24
C6H15N3, DFT ωB97M-V/def2-TZVPD
C 0.3964 2.6699 -0.7197
C 0.6798 1.2643 -1.2368
C -0.2941 0.8626 -2.3421
C 0.8044 0.2208 -0.0476
C -0.2131 -0.3569 0.5890
N -1.5607 -0.1307 0.3727
C 0.1314 -1.4575 1.7236
N -1.0673 -2.1869 2.0607
N 1.0241 -2.5044 1.3148
H 1.1165 2.9627 0.0520
H 0.4676 3.4050 -1.5304
H -0.6104 2.7498 -0.2956
H 1.6796 1.2724 -1.6908
H -1.3398 0.9673 -2.0378
H -0.1270 -0.1711 -2.6625
H -0.1595 1.5034 -3.2224
H 1.8360 0.0178 0.2237
H -2.1011 -0.5315 1.1472
H -1.7768 0.8519 0.2380
H 0.5058 -0.9385 2.6111
H -0.7570 -2.9783 2.6235
H -1.3981 -2.6088 1.1945
H 0.7952 -2.7549 0.3546
H 1.9683 -2.1286 1.2803
```

Summary:
- Kohn-Sham gap (eV) = 9.08
- molar mass (u) = 129.21
- spin multiplicity = 1
- relative energy (zero: lowest compared OMol25 entry of this formula, charge and spin) (kcal per mole) = 20.9
- SMILES = CC(C)/C=C(\N)C(N)N

Entry 3:
The following is a quantum chemistry calculation of an isolated molecule of C17H20N4O2S, from OMol25.

Geometry as XYZ:
```
44
C17H20N4O2S, DFT ωB97M-V/def2-TZVPD
C 5.6384 0.5051 1.6448
C 4.9359 -0.7790 1.2118
O 3.7473 -1.0212 1.9317
C 2.6335 -0.2692 1.6716
C 2.4746 0.6118 0.6102
C 1.2800 1.2891 0.4337
C 0.2079 1.0985 1.2999
N -0.9738 1.8175 1.1703
C -1.5573 2.0515 -0.1265
C -2.8963 1.3220 -0.2300
O -3.4596 0.8367 0.7211
N -3.3970 1.2822 -1.4957
N -4.5202 0.5272 -1.8342
C -4.7372 -0.7349 -1.3371
S -6.2902 -1.2672 -1.2068
N -3.7021 -1.5382 -1.0065
C -2.3371 -1.3926 -1.2726
C -1.8892 -0.8998 -2.4964
C -0.5321 -0.7744 -2.7331
C 0.3858 -1.1508 -1.7670
C -0.0575 -1.6693 -0.5611
C -1.4106 -1.7926 -0.3126
C 0.3790 0.2199 2.3717
C 1.5683 -0.4475 2.5558
H 6.5697 0.6180 1.0964
H 5.8565 0.4630 2.7089
H 5.0091 1.3721 1.4586
H 5.5689 -1.6420 1.4380
H 4.7429 -0.7708 0.1310
H 3.2726 0.7912 -0.0935
H 1.1973 1.9860 -0.3871
H -1.6877 1.5231 1.8310
H -0.8931 1.6980 -0.9198
H -1.7424 3.1254 -0.2724
H -2.8286 1.5897 -2.2745
H -5.3878 1.0557 -1.8905
H -3.9686 -2.3268 -0.4321
H -2.6059 -0.6453 -3.2636
H -0.1919 -0.3925 -3.6847
H 1.4432 -1.0496 -1.9546
H 0.6540 -1.9692 0.1922
H -1.7600 -2.1866 0.6296
H -0.4367 0.0660 3.0632
H 1.6980 -1.1299 3.3811
```

Summary:
- Kohn-Sham gap (eV) = 8.11
- molar mass (u) = 344.44
- spin multiplicity = 1
- relative energy (zero: lowest compared OMol25 entry of this formula, charge and spin) (kcal per mole) = 53.2
- SMILES = CCOc1ccc(NCC(=O)NNC(=S)Nc2ccccc2)cc1

Entry 4:
The following is a quantum chemistry calculation of a cluster of 18 separate species, C44H70N18O5S in total in a non-equilibrium geometry, from OMol25.

Geometry as XYZ:
```
138
C44H70N18O5S, DFT ωB97M-V/def2-TZVPD
C 0.6421 -2.5548 0.7490
C 0.1091 -2.2679 -0.7951
C 0.8303 -0.8802 -1.3746
C -0.3373 0.2957 -1.4877
C -0.6402 1.0403 -0.0358
C -1.9438 2.0565 -0.0922
C -3.3919 1.2409 -0.2441
C -3.4112 -0.1563 0.6127
C -4.8685 -0.9018 0.6831
C -5.7716 -0.8031 -0.6801
O -5.8915 -2.1778 -1.2534
N -7.1801 -2.5713 -1.2710
O -7.1715 -3.7643 -1.5511
S -5.1009 0.3345 -2.0062
O -4.9879 -0.5338 -3.3183
O -6.1793 1.4331 -2.3292
O -3.5664 1.0021 -1.6853
H 0.8876 -3.7076 0.9258
H -0.2341 -2.3137 1.5200
H 1.5633 -1.8588 1.0056
H 0.2700 -3.1894 -1.5196
H -1.0490 -2.0998 -0.7286
H 1.7545 -0.5498 -0.7299
H 1.2400 -1.1177 -2.4584
H -0.0377 1.1178 -2.2987
H -1.2889 -0.2489 -1.9304
H -0.6676 0.2830 0.8574
H 0.3043 1.7389 0.1563
H -1.9594 2.8629 0.7556
H -1.8314 2.6535 -1.1197
H -4.2331 1.9546 0.1856
H -2.6121 -0.9421 0.2631
H -3.1110 0.1354 1.7311
H -4.6414 -2.0610 0.8486
H -5.5473 -0.5638 1.5880
H -6.8452 -0.4156 -0.3845
C -0.9769 5.7272 -3.3629
C -0.4129 4.6374 -2.4659
N 0.0551 3.7334 -1.7216
H -1.0056 5.3792 -4.3992
H -1.9913 5.9836 -3.0452
H -0.3488 6.6203 -3.3045
C -1.4695 -6.2478 -2.4530
C -0.3536 -5.6900 -1.5846
N 0.5720 -5.2272 -0.8640
H -1.0534 -6.9206 -3.2078
H -2.1810 -6.8025 -1.8350
H -1.9950 -5.4308 -2.9549
C -5.4406 2.5720 3.8331
C -4.1210 1.8193 3.8820
N -3.0263 1.1947 3.9226
H -5.2769 3.6270 4.0697
H -5.8769 2.4949 2.8333
H -6.1387 2.1482 4.5600
C -4.7175 8.6567 -3.7208
C -3.7506 7.7569 -4.4728
N -2.9482 7.0104 -5.0966
H -5.7473 8.3989 -3.9831
H -4.5824 8.5309 -2.6430
H -4.5344 9.7024 -3.9830
C -1.2507 2.0193 6.7825
C -1.6214 2.5162 8.1703
N -1.9290 2.9284 9.3216
H -0.4345 2.6230 6.3761
H -0.9299 0.9751 6.8337
H -2.1148 2.0942 6.1166
C 0.8586 7.3017 0.6917
C -0.3985 7.3540 -0.1611
N -1.4414 7.3974 -0.8687
H 0.8742 6.3779 1.2765
H 1.7448 7.3331 0.0518
H 0.8818 8.1557 1.3742
C 3.6429 0.0528 2.9518
C 2.1443 0.2452 2.7862
N 0.9010 0.4048 2.6490
H 4.1413 0.1574 1.9842
H 4.0413 0.8030 3.6405
H 3.8488 -0.9435 3.3527
C 0.4104 5.6847 10.1348
C 0.4376 5.4772 8.6294
N 0.4604 5.3051 7.3803
H -0.6232 5.6911 10.4916
H 0.9539 4.8767 10.6324
H 0.8805 6.6389 10.3882
C 3.2586 -8.0560 -1.8786
C 2.0015 -8.0037 -2.7314
N 0.9586 -7.9603 -3.4390
H 3.2742 -8.9798 -1.2939
H 4.1448 -8.0246 -2.5185
H 3.2818 -7.2020 -1.1961
C 7.6346 -7.6664 -1.6615
C 6.7329 -8.8451 -1.9902
N 5.9847 -9.8228 -2.2629
H 8.6833 -7.9670 -1.7367
H 7.4479 -6.8475 -2.3618
H 7.4362 -7.3175 -0.6444
C 11.0581 -6.3887 -3.5878
C 9.8025 -5.8021 -2.9637
N 8.7607 -5.3155 -2.4458
H 11.3281 -5.8232 -4.4839
H 11.8857 -6.3421 -2.8746
H 10.8845 -7.4323 -3.8642
C -8.5167 -6.5064 -1.2752
C -8.6983 -7.7568 -2.1201
N -8.8488 -8.7942 -2.8211
H -9.4912 -6.0659 -1.0471
H -8.0124 -6.7595 -0.3385
H -7.9130 -5.7740 -1.8181
C -5.5754 10.9846 0.1150
C -6.1938 9.9667 -0.8293
N -6.7068 9.1221 -1.6126
H -5.9104 11.9911 -0.1506
H -5.8760 10.7693 1.1441
H -4.4849 10.9425 0.0463
C -8.5806 8.2874 2.1351
C -7.4648 8.8451 3.0034
N -6.5391 9.3079 3.7240
H -8.1645 7.6145 1.3802
H -9.2921 7.7327 2.7530
H -9.1062 9.1044 1.6331
C 7.2866 -12.5048 -0.0022
C 7.6368 -11.1673 0.6293
N 7.9274 -10.0576 1.1531
H 6.7669 -13.1353 0.7244
H 6.6369 -12.3495 -0.8681
H 8.1981 -13.0135 -0.3277
C 4.5470 9.2430 -1.3140
C 3.2913 9.8296 -0.6899
N 2.2496 10.3162 -0.1720
H 4.8170 9.8086 -2.2100
H 5.3745 9.2896 -0.6007
H 4.3733 8.1994 -1.5904
C 13.2866 -10.0145 -4.6029
C 13.6368 -8.6770 -3.9714
N 13.9274 -7.5674 -3.4475
H 12.7669 -10.6451 -3.8763
H 12.6369 -9.8592 -5.4687
H 14.1981 -10.5232 -4.9283
```

Summary:
- Kohn-Sham gap (eV) = 9.26
- molar mass (u) = 963.23
- spin multiplicity = 1
- relative energy (zero: lowest compared OMol25 entry of this formula, charge and spin) (kcal per mole) = 428.1

Entry 5:
The following is a quantum chemistry calculation of a structure of composition C6H10N2 in a non-equilibrium geometry, from OMol25.

Geometry as XYZ:
```
18
C6H10N2, DFT ωB97M-V/def2-TZVPD
C -2.5553 0.6902 0.3497
C 2.2163 0.4435 0.2317
C -3.2804 -0.5193 0.1547
C -1.7484 -0.8644 -0.4055
C -0.1401 1.2400 -0.3253
C 3.3442 -0.4711 0.0518
N -1.3542 0.5283 -0.0850
N 1.0424 0.3844 -0.2238
H 2.3173 1.1120 1.1617
H -3.6800 -1.1830 0.9427
H -4.1614 -0.6170 -0.4846
H -1.1756 -1.3962 0.3077
H -1.5310 -1.0036 -1.4280
H -0.0139 1.6388 -1.2585
H -0.2271 2.0407 0.3286
H 4.2519 0.0551 -0.0335
H 3.3535 -0.6428 1.1271
H 3.3418 -1.4357 -0.4116
```

Summary:
- total charge = +2
- Kohn-Sham gap (alpha / beta) (eV) = 11.21 / 6.22
- molar mass (u) = 110.16
- spin multiplicity = 1
- relative energy (zero: lowest compared OMol25 entry of this formula, charge and spin) (kcal per mole) = 143.3

Entry 6:
The following is a quantum chemistry calculation of a cluster of 2 separate species, C33H29F6N3O2S in total in a non-equilibrium geometry, from OMol25.

Geometry as XYZ:
```
74
C33H29F6N3O2S, DFT ωB97M-V/def2-TZVPD
C 4.8965 1.7511 3.6238
N 4.8637 0.4041 3.1117
C 6.1446 -0.1552 2.7149
C 6.4213 0.2361 1.2912
F 7.5995 -0.2327 0.7987
F 5.4089 -0.2302 0.4798
F 6.4200 1.6063 1.1625
C 3.6882 -0.2665 2.9619
C 3.6181 -1.6818 3.0570
C 2.4100 -2.3214 2.9166
C 1.1980 -1.5987 2.6954
C -0.0519 -2.2692 2.7764
C -1.3085 -1.6776 2.4449
C -2.3361 -2.4928 1.8936
C -3.4908 -1.9425 1.3821
C -3.7110 -0.5520 1.4677
N -4.8818 0.0219 0.9524
C -5.0773 0.0857 -0.4768
C -6.0978 -0.0243 1.7576
C -6.0936 1.1175 2.7309
F -7.2219 1.1977 3.4905
F -5.0298 0.9962 3.6034
F -5.9173 2.3119 2.0843
C -2.7512 0.2527 2.1196
C -1.6342 -0.3122 2.6951
C 1.3405 -0.2086 2.3869
C 2.5156 0.4559 2.6294
H 4.1886 1.8475 4.4602
H 5.9059 1.9594 3.9968
H 4.6253 2.5003 2.8613
H 6.9151 0.2985 3.3465
H 6.1288 -1.2454 2.7746
H 4.5242 -2.2377 3.2887
H 2.3638 -3.4069 3.0033
H -0.0239 -3.3678 2.8253
H -2.1906 -3.5705 1.8546
H -4.2482 -2.5574 0.8961
H -4.5125 -0.6978 -1.0002
H -6.1429 -0.0250 -0.6996
H -4.7423 1.0604 -0.8624
H -6.9665 0.0945 1.1006
H -6.1355 -0.9526 2.3467
H -2.9151 1.3292 2.1334
H -0.9900 0.2918 3.3365
H 0.5010 0.3504 1.9814
H 2.5790 1.5395 2.5022
C 3.2922 -5.5717 5.6931
C 3.1566 -4.2267 6.0519
C 1.9344 -3.5762 5.8742
C 0.8256 -4.2531 5.3147
C -0.4149 -3.5325 5.0821
C -0.5654 -2.2170 5.5344
N -0.6888 -1.0909 5.8614
S -1.8835 -4.5761 5.1252
C -3.1936 -3.5540 5.8092
C -3.9389 -4.0561 6.8805
C -5.0208 -3.3154 7.3649
C -5.3641 -2.0954 6.7695
C -4.6312 -1.6204 5.6753
C -3.5531 -2.3616 5.1850
O -2.2520 -4.8812 3.7612
O -1.6621 -5.6349 6.0732
C 0.9805 -5.6226 4.9652
C 2.1975 -6.2659 5.1562
H 4.2384 -6.0836 5.8504
H 3.9889 -3.6678 6.4839
H 1.8038 -2.5344 6.1788
H -3.6462 -4.9985 7.3339
H -5.5967 -3.7000 8.2079
H -6.2111 -1.5159 7.1457
H -4.8884 -0.6720 5.1997
H -2.9683 -2.0161 4.3256
H 0.1490 -6.2031 4.5561
H 2.2826 -7.3227 4.8950
```

Summary:
- Kohn-Sham gap (eV) = 5.05
- molar mass (u) = 645.67
- spin multiplicity = 1
- relative energy (zero: lowest compared OMol25 entry of this formula, charge and spin) (kcal per mole) = 0.0